This record from the Open Molecules 2025 dataset describes a cluster of 4 separate species, C3H14NO3S in total at a distorted geometry. The level of theory is ωB97M-V with the def2-TZVPD basis set.

```
22
Properties=species:S:1:pos:R:3:forces:R:3:mulliken_charge:R:1
C 2.083056 0.302844 0.409287 -1.15 0.02 0.08 -1.055
N 0.777567 -0.111435 -0.081624 0.21 0.35 -0.72 -0.014
C 0.779635 -1.226373 -1.061552 1.00 2.30 0.99 -0.393
C -0.617844 -1.567969 -1.386062 -1.64 -2.34 -0.92 -0.673
S -1.487259 -2.793514 -0.258995 0.38 0.58 -0.38 -0.650
H 1.790289 0.831501 1.321107 1.04 0.18 -0.01 0.384
H 2.638948 0.926688 -0.305400 -0.30 0.13 0.21 0.279
H 2.750797 -0.508228 0.689244 0.15 -0.49 0.17 0.344
H 0.145510 -0.288254 0.694064 0.07 -0.45 -0.06 0.169
H 1.273171 -0.828116 -1.963918 0.09 -0.08 0.07 0.287
H 1.446532 -1.966618 -0.619396 -0.42 -0.93 -0.38 0.313
H -0.649356 -1.947750 -2.425895 0.19 -0.43 0.39 0.289
H -1.292732 -0.734602 -1.524767 0.34 0.43 0.36 0.043
H -1.671125 -0.818850 2.772606 0.28 0.04 0.17 0.269
H -2.094042 -0.898208 1.347311 0.77 -0.06 -0.31 0.225
O -1.481275 -0.394326 1.931110 -0.84 0.06 0.16 -0.627
H -0.267081 2.830060 0.833083 0.08 -0.35 0.14 0.324
H 0.850818 2.152382 1.650259 -0.26 -0.01 -0.21 0.243
O 0.300044 2.937050 1.606002 -0.05 0.58 0.09 -0.662
H -1.350852 0.773138 -0.847184 0.04 0.45 -0.08 0.323
H -1.811596 2.004400 -1.687389 0.42 0.15 -0.27 0.277
O -2.113206 1.326180 -1.091893 -0.41 -0.12 0.52 -0.694
```
Forces are in eV/Å.

Computed properties:
- 2S+1 = 1
- charge = -1
- gap between HOMO and LUMO (hartree) = 0.22933
- energy relative to the best compared isomer or geometry (same formula, charge and spin) (eV) = 1.9041

This record from the Open Molecules 2025 dataset describes a structure of composition C3H14NO4 at a distorted geometry. The level of theory is ωB97M-V with the def2-TZVPD basis set.

```
22
Properties=species:S:1:pos:R:3:forces:R:3:mulliken_charge:R:1
C 3.809964 -0.385763 -0.491053 1.00 0.01 -0.13 -0.675
N 2.523221 -0.707665 -1.072941 -2.66 2.83 0.96 -0.488
C 1.447099 0.413983 -0.373512 -1.27 -1.07 2.67 -0.677
C 0.038961 -0.201483 -0.454306 0.34 0.95 0.93 -0.341
O -0.716173 0.306367 0.617820 0.59 0.71 -0.11 -0.535
H 4.427355 0.352488 -1.030520 -0.21 -0.03 0.02 0.240
H 4.386065 -1.317393 -0.482688 -0.02 0.04 -0.19 0.297
H 3.792270 -0.076315 0.562320 -0.30 0.06 -0.10 0.238
H 2.030524 0.144058 -1.536215 2.78 -1.58 -2.67 0.234
H 1.430208 1.432939 -0.799787 0.35 -0.14 -0.23 0.193
H 1.682446 0.568442 0.682182 0.34 -0.30 -0.10 0.551
H 0.167702 -1.267833 -0.275866 -0.22 -0.21 -0.95 0.270
H -0.377549 0.168688 -1.402103 -0.26 -0.97 -0.16 0.249
H -1.726521 0.073141 0.571981 -0.68 -0.70 0.10 0.350
H -3.389138 0.636166 0.646402 -0.54 0.22 -0.04 0.213
O -3.194104 -0.301272 0.657652 0.79 -0.03 -0.04 -1.083
H -0.088299 1.465377 1.740593 -0.15 -0.21 0.34 0.409
H 0.164163 1.193277 3.232612 -0.10 -0.04 -0.14 0.280
O 0.266963 1.875612 2.563777 0.22 0.28 -0.03 -0.710
H -3.436660 -1.151997 -0.841070 -0.01 0.39 -0.31 0.429
H -2.482960 -0.749939 -1.895249 0.15 0.06 -0.22 0.277
O -3.276842 -1.282527 -1.826603 -0.15 -0.26 0.43 -0.721
```
Forces are in eV/Å.

Computed properties:
- 2S+1 = 1
- charge = -1
- gap between HOMO and LUMO (hartree) = 0.29503
- energy relative to the best compared isomer or geometry (same formula, charge and spin) (eV) = 3.8881

This record from the Open Molecules 2025 dataset describes a cluster of 4 separate species, C3H14NO4 in total at a distorted geometry. The level of theory is ωB97M-V with the def2-TZVPD basis set.

```
22
Properties=species:S:1:pos:R:3:forces:R:3:mulliken_charge:R:1
O -1.151021 1.236833 -1.086864 1.24 -0.36 0.38 -0.426
C -1.804833 0.309599 -0.719383 -3.49 -0.54 0.19 -0.082
C -1.471219 -0.925032 0.112121 0.04 0.95 3.16 0.095
C -1.296412 -2.184377 -0.723071 -1.76 0.18 1.86 -1.038
N -0.117291 -0.651478 0.763497 -3.43 3.56 -0.11 -0.105
H -2.921676 0.281851 -0.942918 0.90 0.09 -0.18 0.319
H -2.190692 -1.045371 1.066146 0.99 0.36 -2.64 0.390
H -0.375279 -2.041639 -1.223422 0.68 -0.22 -1.29 0.391
H -2.236689 -2.267289 -1.343549 1.39 -0.62 0.48 0.358
H -1.128794 -2.957688 0.075286 -0.59 0.03 -1.35 0.326
H -0.101846 -0.032455 1.600228 -0.62 1.15 -0.65 0.244
H 0.347309 -0.148125 0.033420 2.39 -0.44 -0.29 0.208
H 0.135164 -1.413503 1.255716 2.53 -4.07 0.52 0.316
H 1.591330 2.088561 -2.478899 1.12 0.40 -0.22 0.349
H 0.788732 1.900800 -1.378893 -0.65 -0.06 1.21 0.318
O 1.709614 2.121236 -1.515973 -0.39 -0.20 -1.14 -0.641
H 0.381174 2.402847 1.861951 -0.13 0.36 -0.58 0.314
H 0.862425 1.969456 3.216701 -0.90 -0.81 -0.96 0.325
O 0.313193 1.650610 2.446247 0.97 0.31 1.47 -0.660
H 3.235835 -0.572391 0.262676 -0.38 0.61 -0.91 0.298
H 2.873175 0.555363 -0.897474 -0.71 -1.92 1.51 0.363
O 2.557811 -0.277814 -0.383541 0.78 1.26 -0.46 -0.662
```
Forces are in eV/Å.

Computed properties:
- 2S+1 = 1
- charge = +1
- gap between HOMO and LUMO (hartree) = 0.40760
- energy relative to the best compared isomer or geometry (same formula, charge and spin) (eV) = 2.0471

This record from the Open Molecules 2025 dataset describes a cluster of 4 separate species, C3H14NO4 in total at a distorted geometry. The level of theory is ωB97M-V with the def2-TZVPD basis set.

```
22
Properties=species:S:1:pos:R:3:forces:R:3:mulliken_spin:R:1
O 2.503718 -0.167129 0.023936 -2.71 -2.72 -0.61 0.717
C 1.684218 -1.029906 -0.276729 1.63 1.52 -0.52 -0.010
C 0.087306 -0.876069 -0.486343 -1.51 0.10 0.67 0.138
C -0.275923 -0.621528 -1.997785 0.71 -0.77 -0.44 0.007
N -0.348456 0.247123 0.352044 -0.04 2.02 1.96 0.003
H 2.071151 -2.030765 -0.631647 0.04 0.30 0.34 0.104
H -0.400522 -1.806547 -0.073641 0.99 0.61 -0.49 -0.001
H 0.468562 0.082248 -2.434499 -0.56 -0.42 0.15 0.005
H -0.202643 -1.624939 -2.545843 -0.31 1.56 0.63 0.002
H -1.304900 -0.129554 -2.119760 1.39 -0.93 0.56 0.008
H 0.022794 0.241848 1.344688 -0.39 -1.03 -0.56 0.002
H 0.179242 1.124014 0.003595 -1.05 -0.43 -0.19 -0.002
H -1.463348 0.386030 0.520301 1.54 -0.49 -1.42 0.007
H 1.161850 3.014147 -0.475645 -0.79 0.59 -0.41 0.000
H 2.230969 2.056330 -0.226522 -1.83 -0.31 -1.30 -0.002
O 1.308083 2.083597 -0.677438 2.84 0.26 1.64 0.020
H 1.181679 0.021824 3.542702 0.37 0.96 -0.37 0.000
H 0.539399 -1.220585 3.659934 -0.58 -0.19 -1.09 0.000
O 0.669540 -0.543778 2.955898 0.28 -0.66 1.26 0.000
H -3.435640 -0.481804 -0.343172 0.48 0.33 0.70 0.000
H -3.628354 0.968658 -0.216573 -0.91 1.75 -0.22 0.000
O -3.048722 0.306780 0.102490 0.41 -2.07 -0.31 0.002
```
Forces are in eV/Å.

Computed properties:
- 2S+1 = 2
- charge = +2
- gap between HOMO and LUMO (alpha / beta) (hartree) = 0.34661 / 0.21540
- energy relative to the best compared isomer or geometry (same formula, charge and spin) (eV) = 0.3847
- <S²> = 0.759

This record from the Open Molecules 2025 dataset describes a cluster of 5 separate species, C3H14NO6 in total. The level of theory is ωB97M-V with the def2-TZVPD basis set.

```
24
Properties=species:S:1:pos:R:3:forces:R:3:mulliken_charge:R:1
O 1.715476 -0.057034 0.340116 -0.19 0.43 0.08 -0.924
C 0.890629 -0.050096 -0.616653 0.63 -0.33 0.17 0.688
O 0.581520 -1.078046 -1.269445 -0.27 0.16 -0.24 -0.898
C 0.255536 1.298079 -1.004021 -0.53 -0.27 -0.17 0.333
C -0.899966 1.573909 -0.045346 0.18 0.26 0.35 -1.225
N -0.253385 1.340881 -2.374500 0.11 0.38 0.06 -0.777
H 1.015331 2.075006 -0.898786 0.07 -0.06 0.09 0.308
H -0.565260 1.547825 0.992027 0.05 -0.10 -0.01 0.311
H -1.323825 2.565601 -0.215818 -0.05 -0.05 -0.19 0.354
H -1.678016 0.821181 -0.160082 -0.07 -0.03 -0.09 0.190
H 0.451883 0.955766 -2.986718 -0.01 -0.12 -0.16 0.301
H -1.069838 0.745516 -2.462011 0.04 -0.11 0.08 0.319
H 1.493123 0.738086 1.897059 -0.09 0.34 0.33 0.414
H 1.445543 2.164905 2.468668 -0.06 -0.29 0.10 0.296
O 1.298121 1.246702 2.733522 0.16 -0.06 -0.50 -0.685
H -0.244162 -2.097193 1.803051 -0.53 0.60 0.53 0.419
H -0.512693 -0.766477 2.582364 -0.14 -0.50 -0.23 0.298
O -0.938898 -1.605487 2.328624 0.70 -0.04 -0.31 -0.712
H -1.071448 -1.334131 -1.813635 -0.31 -0.02 0.23 0.416
H -2.425696 -1.603771 -1.095260 0.10 -0.05 0.29 0.296
O -2.050244 -1.396570 -1.949970 0.21 0.09 -0.49 -0.710
H 1.741514 -1.885614 0.986606 0.01 0.14 -0.12 0.402
H 0.908250 -2.499846 -0.067036 0.04 0.12 -0.07 0.407
O 1.236504 -2.699198 0.827252 -0.06 -0.49 0.27 -0.819
```
Forces are in eV/Å.

Computed properties:
- 2S+1 = 1
- charge = -1
- gap between HOMO and LUMO (hartree) = 0.33875
- energy relative to the best compared isomer or geometry (same formula, charge and spin) (eV) = 0.0000

This record from the Open Molecules 2025 dataset describes a structure of composition C3H14NOPb at a distorted geometry. The level of theory is ωB97M-V with the def2-TZVPD basis set.

```
20
Properties=species:S:1:pos:R:3:forces:R:3:mulliken_charge:R:1
C 1.349793 -0.540353 -3.482489 1.06 -0.44 -0.97 -1.074
Pb 0.192849 0.382116 -1.075449 0.24 0.67 0.46 -0.448
N -1.868218 -1.091891 -1.323543 -2.42 -1.33 0.03 -1.622
H 1.821024 0.848687 -0.432261 1.32 0.47 0.56 -0.133
H 1.569274 -1.043975 -2.516435 -0.47 0.57 -0.69 0.241
H 2.320081 -0.226781 -3.893806 -0.18 -0.07 -0.26 0.300
H 0.704699 0.353845 -3.476123 0.26 -0.31 0.29 0.169
H 0.872681 -1.271219 -4.147915 0.16 0.08 0.13 0.417
H -2.699108 -0.565246 -1.023943 0.11 -0.24 -0.15 0.301
H -1.888631 -1.990556 -0.827882 0.12 0.32 -0.25 0.559
H -1.990419 -1.292436 -2.324616 0.12 0.05 0.41 0.489
C -0.168386 0.870315 3.628441 -0.21 0.30 0.21 -1.190
C -0.150630 0.967951 2.121723 0.31 -0.90 -0.37 -0.349
O 0.032626 -0.349719 1.494881 -0.33 1.23 1.03 -0.565
H -0.956594 0.198260 3.979267 0.08 0.01 -0.08 0.282
H -0.375843 1.872329 4.017886 0.05 -0.07 0.19 0.332
H 0.786252 0.534325 4.041356 -0.01 0.00 -0.10 0.369
H -1.103859 1.345023 1.741329 0.09 -0.15 -0.01 0.378
H 0.630853 1.658681 1.766661 -0.14 -0.27 0.03 0.311
H 0.921555 -0.659355 1.732919 -0.15 0.06 -0.46 0.231
```
Forces are in eV/Å.

Computed properties:
- 2S+1 = 1
- charge = -1
- gap between HOMO and LUMO (hartree) = 0.11958
- energy relative to the best compared isomer or geometry (same formula, charge and spin) (eV) = 0.5189